# 1
This record from the Open Molecules 2025 dataset describes 2 unconnected molecules or ions with the total composition CH3NOS at a distorted geometry. The level of theory is ωB97M-V/def2-TZVPD.

## Properties
- ΔE to the lowest compared entry with this formula, charge and spin (kJ/mol) = 619.6
- E_LUMO (eV) = -1.139
- E_HOMO (eV) = -9.7

Geometry (Å):
S  -0.339  1.610  -0.925
C  0.705  0.321  -0.526
H  1.654  -0.288  -1.107
O  -1.296  -0.331  0.844
H  0.421  -1.677  0.601
N  0.242  -0.234  0.851
H  -1.387  0.599  0.262

# 2
This record from the Open Molecules 2025 dataset describes a gas-phase ion, C5H12N4 (charge +2) at a distorted geometry. The level of theory is ωB97M-V/def2-TZVPD.

## Properties
- ΔE to the lowest compared entry with this formula, charge and spin (kJ/mol) = 526.4
- E_LUMO (spin up / spin down) (eV) = -9.536 / -9.535
- net charge = +2
- E_HOMO (spin up / spin down) (eV) = -17.9 / -17.9

Geometry (Å):
C  -0.656  -0.009  0.731
C  0.648  -0.191  -1.830
H  -0.818  0.714  -3.245
H  1.389  -0.471  -2.435
H  0.095  1.888  -2.643
H  -1.284  -0.798  0.626
H  1.283  -2.259  0.380
N  1.590  -1.493  -0.160
H  -0.264  1.880  -0.080
C  0.175  -0.683  2.954
N  -0.978  1.231  0.005
C  0.140  0.184  1.928
H  0.792  1.060  2.191
H  2.507  -1.152  -0.362
N  0.623  -0.767  -0.679
H  -0.235  -1.719  2.742
N  -1.398  1.121  -1.399
C  -0.306  0.805  -2.276
H  0.603  -0.525  3.843
H  -2.229  0.587  -1.319
H  -1.692  1.640  0.592

# 3
This record from the Open Molecules 2025 dataset describes a molecular structure, C28H40IInNO8PSb2. The level of theory is ωB97M-V/def2-TZVPD.

## Properties
- ΔE to the lowest compared entry with this formula, charge and spin (kJ/mol) = 396.9
- E_LUMO (spin up / spin down) (eV) = 3.683 / 3.469
- net charge = -2
- E_HOMO (spin up / spin down) (eV) = -3.0 / -2.1

Geometry (Å):
H  3.910  -3.003  0.303
C  3.970  -2.736  3.751
C  0.452  4.398  -5.324
C  4.360  -3.068  1.289
C  -1.207  4.143  -1.367
H  -3.087  -1.419  -4.452
C  -3.376  -0.530  1.308
C  -3.249  -0.341  -4.455
C  3.333  -2.777  2.402
H  0.585  0.738  -3.407
O  2.072  1.771  2.870
O  1.740  -2.849  -3.037
Sb  -0.009  2.635  -0.251
C  -1.032  3.017  1.595
I  5.160  -5.050  1.409
H  -0.323  0.552  -4.928
H  1.788  5.857  -4.476
C  4.569  -1.619  5.933
H  -1.885  -0.796  5.326
O  -1.622  -4.292  -3.520
H  -3.326  0.025  2.247
H  5.210  -2.394  1.363
C  -1.206  3.467  -3.802
H  -2.043  -1.334  -0.208
C  -0.231  0.208  -3.897
H  2.180  4.198  -0.716
O  1.061  0.509  1.322
C  -0.683  4.252  -2.757
C  2.639  -0.533  2.776
O  1.123  -4.529  -4.470
H  -1.184  4.091  1.713
H  -2.241  3.796  -1.343
C  -2.405  2.588  -3.608
C  -0.960  -3.515  -2.898
H  -2.925  0.073  -5.411
N  2.624  -1.571  1.998
H  -2.913  2.441  -4.563
C  3.262  -0.493  4.051
C  1.568  4.028  0.169
H  0.776  5.723  -2.234
Sb  -2.081  0.531  -2.860
C  -0.624  3.564  -5.067
O  5.808  -1.735  5.951
H  0.118  -1.231  3.889
C  0.955  5.188  -4.298
C  1.108  -3.663  -3.648
H  -2.957  -1.320  4.026
H  -2.843  -3.186  2.444
H  0.886  4.437  -6.316
H  -1.334  -3.997  2.833
P  -0.859  -1.891  1.793
H  -2.410  -5.213  0.953
In  1.348  -1.335  -0.211
C  -1.954  -1.431  4.440
H  -3.924  0.087  0.591
H  2.169  3.588  0.966
H  -1.426  0.078  0.608
H  4.519  -3.614  4.068
H  3.186  0.412  4.634
H  -0.887  0.024  3.224
H  -1.994  2.502  1.632
H  -0.384  2.643  2.389
H  -3.115  3.047  -2.920
C  -0.863  -1.048  3.440
H  -1.037  2.962  -5.870
C  1.875  0.708  2.288
O  -0.979  -2.610  -2.102
H  -1.845  -2.464  4.771
H  1.136  4.971  0.507
H  -0.964  -4.412  0.331
C  0.383  5.112  -3.039
H  2.599  -3.596  2.364
H  -2.539  -3.727  0.009
H  -3.966  -1.433  1.478
C  3.927  -1.628  4.545
O  3.747  -1.537  6.866
C  -1.985  -0.850  0.772
H  -1.132  5.080  -0.814
C  -1.948  -4.240  0.768
H  -0.024  -0.863  -3.877
C  -1.848  -3.421  2.058
H  -4.314  -0.151  -4.315

# 4
This record from the Open Molecules 2025 dataset describes 2 unconnected molecules or ions with the total composition C7H11NO6 at a distorted geometry. The level of theory is ωB97M-V/def2-TZVPD.

## Properties
- ΔE to the lowest compared entry with this formula, charge and spin (kJ/mol) = 195.0
- E_LUMO (eV) = -0.291
- E_HOMO (eV) = -9.5

Geometry (Å):
O  -3.696  2.033  0.693
O  1.179  -1.999  0.944
O  -1.458  -1.606  -1.340
O  2.845  0.432  1.095
C  2.695  -0.311  -0.062
H  2.744  0.418  -0.994
N  -1.642  -1.774  2.200
C  -2.679  1.084  1.140
H  -4.030  1.737  -0.201
H  -3.094  0.580  2.009
H  2.523  0.009  1.883
C  -1.515  -0.953  -0.136
C  0.306  0.041  -0.245
H  1.198  -1.641  -1.097
H  3.553  -1.102  -0.097
O  0.266  0.609  -1.453
H  0.187  0.855  0.552
C  -1.530  -1.521  1.095
C  -2.360  0.295  -0.168
O  -2.665  0.738  -1.286
H  0.272  -2.107  1.103
H  -0.051  -0.112  -2.119
H  -1.979  -0.968  -1.920
C  1.330  -1.123  -0.151
H  -1.893  1.718  1.564

# 5
This record from the Open Molecules 2025 dataset describes 10 unconnected molecules or ions with the total composition C24H57Br3O31S9 at a distorted geometry. The level of theory is ωB97M-V/def2-TZVPD.

## Properties
- SMILES = CCOS(C)(=O)=O.CCOS(C)(=O)=O.CCOS(C)(=O)=O.CCOS(C)(=O)=O.CCOS(C)(=O)=O.O=S1(=O)OCCO1.O=S1(=O)OCCO1.O=S1(=O)OCCO1.O=S1(=O)OCCO1.BrC(Br)Br
- E_LUMO (eV) = -0.567
- E_HOMO (eV) = -10.3

Geometry (Å):
Br  -0.799  3.044  -3.564
O  1.268  -1.257  -7.955
O  0.257  0.920  -1.262
H  -0.333  5.433  -2.878
C  3.409  2.230  -3.657
H  -7.203  -0.570  -1.680
O  0.145  -2.874  -6.554
H  0.142  2.415  2.995
H  3.299  -1.185  2.894
H  4.104  4.836  3.707
H  -1.428  5.548  5.408
H  -1.039  -4.212  2.701
C  2.738  -2.505  -6.003
H  6.793  -0.258  -4.571
H  6.623  -0.816  -1.560
H  -5.966  -1.743  -2.227
C  6.889  -1.035  -2.594
H  -1.188  -1.540  -2.140
C  4.468  4.055  4.375
O  1.191  0.349  1.131
H  -0.103  -4.144  1.151
H  -1.487  -8.330  -0.435
H  -4.087  3.408  -0.878
H  -1.865  2.555  5.855
C  -1.048  -6.248  -0.263
S  4.376  0.624  -4.213
S  -4.038  -0.047  -3.101
H  1.157  -1.216  6.902
O  5.623  0.844  -3.197
H  4.241  4.409  5.381
C  -1.174  4.786  -2.629
H  4.595  2.039  4.996
C  -4.915  3.019  -0.285
O  -3.110  -5.306  1.650
C  4.095  2.635  4.233
C  -4.484  1.923  0.654
O  3.568  -0.526  -3.764
O  -5.204  0.014  -1.877
Br  -2.751  5.776  -3.289
H  -0.472  -5.484  -4.529
H  -5.300  1.317  1.047
H  0.346  -2.047  -2.509
O  -1.525  -0.053  3.817
H  6.243  -1.909  -2.673
H  -7.316  0.466  -3.735
H  -2.245  3.426  4.311
O  4.842  0.655  -5.590
O  -3.825  2.612  1.687
O  -1.330  0.350  0.629
O  -5.275  4.211  0.533
O  -3.622  -1.482  -3.204
C  -6.516  -0.273  -3.776
H  -1.857  -1.660  6.803
H  3.835  -0.771  4.465
O  -5.311  0.334  -4.156
O  -3.129  -3.089  0.352
S  4.998  0.668  2.885
H  -0.546  -6.454  0.682
H  2.516  2.452  -4.243
S  0.073  0.188  0.193
H  7.508  0.810  -3.282
H  -1.361  3.150  2.301
O  1.629  5.009  3.014
O  -5.565  4.003  3.062
H  -0.119  -0.207  7.641
H  -0.420  -2.747  7.232
S  -2.450  -4.253  0.811
C  -1.017  4.559  5.611
S  -4.564  4.100  2.027
H  1.194  0.088  -2.824
O  -2.979  0.989  -2.980
C  -1.999  -7.381  -0.590
C  -6.326  -0.717  -2.309
H  4.174  2.950  -3.949
H  -0.211  -6.191  -0.959
H  -6.887  -1.073  -4.416
H  0.145  3.359  1.382
H  -1.136  -3.180  -4.953
O  0.619  -1.373  3.440
H  -2.321  -7.303  -1.629
H  -0.505  -5.205  -6.360
H  5.558  4.047  4.403
C  -0.154  -1.300  -1.892
C  6.726  0.097  -3.543
C  -2.122  3.508  5.391
S  0.212  4.765  3.275
S  1.195  -1.603  -6.514
O  4.288  2.133  2.926
C  0.190  0.059  -2.401
O  5.281  0.295  1.444
C  -0.275  3.210  2.376
O  -3.506  5.090  2.176
O  -0.755  5.794  3.059
H  -2.887  -7.426  0.041
O  -1.662  -4.957  -0.491
C  -0.127  -3.424  -5.285
C  3.509  -0.322  3.527
O  0.211  -1.297  -0.546
C  0.177  -0.763  6.751
O  0.332  -0.025  5.529
H  2.579  0.235  3.641
O  -1.002  -2.087  5.316
H  -0.699  4.771  6.632
C  -0.913  -3.714  1.739
C  -0.087  -4.937  -5.390
H  -0.486  0.380  -3.193
H  2.790  -3.475  -6.497
O  6.002  0.603  3.889
H  -0.837  -2.628  1.797
H  3.256  2.052  -2.593
S  -0.417  -0.821  4.337
H  3.123  2.404  4.668
H  -3.096  3.853  5.738
H  -3.745  1.287  0.167
Br  -1.243  4.552  -0.578
H  3.579  -1.864  -6.270
H  7.892  -1.457  -2.526
H  -5.828  2.703  -0.788
H  0.617  -3.103  -4.556
H  2.794  -2.745  -4.941
C  -0.804  -1.903  6.659
O  0.084  4.225  4.837
H  0.859  -5.478  -5.421
O  0.635  -0.627  -5.607

# 6
This record from the Open Molecules 2025 dataset describes C6H12S2 in the gas phase at a distorted geometry. The level of theory is ωB97M-V/def2-TZVPD.

## Properties
- ΔE to the lowest compared entry with this formula, charge and spin (kJ/mol) = 281.4
- SMILES = CCS/C=C\SCC
- E_LUMO (eV) = 0.822
- E_HOMO (eV) = -8.2

Geometry (Å):
H  1.182  -3.069  -0.740
H  -3.847  1.357  -0.294
H  0.830  0.588  1.100
C  0.530  -2.189  -0.469
H  -2.245  1.959  0.514
H  -0.864  -3.483  0.351
H  3.070  1.663  1.416
H  -2.647  2.217  -1.309
H  2.570  2.025  -0.211
C  -1.951  0.173  -0.610
S  1.645  -0.850  -0.816
C  -2.737  1.591  -0.467
H  3.710  0.749  0.173
H  -0.876  0.271  -1.054
S  -1.842  -1.085  0.769
C  1.783  0.099  0.675
C  -0.590  -2.341  0.233
H  2.079  -0.475  1.634
H  -2.652  -0.397  -1.408
C  2.852  1.196  0.514